(1)
Entry from OMol25: a molecular structure, C34H29FMnN2S7Si (the ωB97M-V functional and the def2-TZVPD basis).

XYZ file:
```
75
Properties=species:S:1:pos:R:3:forces:R:3:mulliken_spin:R:1
Mn 0.044 -1.139 0.284 -0.227 -0.124 0.576 4.295
S -2.072 -1.810 5.770 -0.001 0.030 -0.009 0.019
S 2.119 2.085 -4.196 0.005 -0.008 0.006 0.016
S -1.836 -2.478 1.029 0.187 0.008 0.094 -0.035
S -1.818 -6.700 -0.128 -0.066 0.065 0.037 0.000
S -4.535 -7.605 0.775 0.026 0.007 0.003 0.000
S -3.518 -4.813 1.095 -0.003 -0.072 -0.087 0.001
S 0.503 -5.003 -0.568 0.086 0.111 0.010 0.002
Si -1.769 -1.041 -2.430 -0.028 0.023 0.084 -0.016
F 5.278 0.431 -3.512 0.011 0.013 -0.011 0.002
N -0.478 0.090 2.123 0.149 -0.032 -0.141 0.125
N 0.440 1.027 -0.256 -0.089 0.003 0.013 0.029
C 4.377 0.596 -1.326 0.005 0.035 0.056 0.001
C -0.921 -0.351 3.283 0.050 -0.077 0.016 -0.029
C -0.302 1.446 1.967 0.003 0.163 -0.074 0.084
C -0.186 -1.628 -1.651 0.228 -0.196 -0.152 -0.320
C -2.558 0.445 -1.570 -0.029 0.007 -0.025 0.026
C -2.552 -1.649 7.409 0.000 0.017 0.015 0.050
C -0.602 2.352 3.027 -0.036 -0.225 0.072 0.036
C -1.947 -4.187 0.604 -0.297 0.168 -0.045 0.021
C 2.969 -1.202 -0.444 0.085 0.030 -0.008 -0.050
C -1.724 -0.119 5.624 -0.050 -0.046 0.119 -0.052
C -2.459 -0.359 7.827 -0.028 0.003 0.089 -0.030
C 0.847 3.760 -0.675 0.031 -0.073 -0.044 0.082
C -3.025 -2.436 -2.463 0.055 0.026 -0.047 -0.004
C 0.358 3.328 0.537 0.054 -0.112 -0.166 0.038
C -1.989 0.516 6.815 0.039 0.019 -0.082 0.083
C 0.929 1.479 -1.390 0.011 -0.021 -0.104 0.060
C -1.112 -5.081 0.018 0.116 -0.213 0.004 0.006
C 4.522 -0.103 -2.505 -0.012 -0.020 0.006 0.001
C 2.085 -1.741 0.590 -0.156 0.163 -0.202 0.081
C -1.064 1.848 4.222 -0.010 -0.099 -0.019 0.078
C 1.164 2.826 -1.685 -0.017 0.031 0.057 0.050
C 3.923 -1.331 -2.691 -0.016 -0.041 -0.006 -0.007
C 0.165 1.929 0.741 -0.019 0.037 0.125 0.199
C -0.413 3.758 2.795 -0.009 0.168 0.062 -0.033
C 0.039 4.221 1.618 -0.002 0.136 0.033 -0.023
C -1.236 0.457 4.382 0.015 0.037 -0.019 0.102
C 3.158 -1.873 -1.667 0.025 -0.016 0.021 0.001
C 2.516 4.543 -4.727 0.032 0.046 -0.058 -0.031
C -1.413 -0.523 -4.217 -0.003 0.019 0.008 -0.016
C -3.348 -6.437 0.589 -0.042 0.041 0.006 0.000
C 2.640 3.306 -5.280 -0.005 0.018 0.021 0.053
C 3.611 0.042 -0.308 -0.014 -0.039 -0.036 -0.017
C 1.711 3.235 -2.968 0.047 0.057 -0.099 -0.048
C 1.988 4.507 -3.411 -0.029 -0.015 0.060 0.088
H -2.705 0.244 -0.505 0.010 -0.007 -0.035 -0.001
H 0.995 4.822 -0.833 0.005 -0.007 -0.016 0.030
H 4.848 1.566 -1.212 -0.004 -0.017 -0.012 0.001
H 4.053 -1.857 -3.630 -0.001 0.016 0.016 0.000
H 1.819 5.392 -2.813 0.001 -0.033 -0.013 0.013
H -3.238 -2.778 -1.448 -0.013 0.028 -0.033 0.002
H -1.843 1.577 6.963 -0.002 -0.028 -0.006 0.015
H 3.021 3.048 -6.256 -0.017 -0.020 0.035 0.005
H -1.956 1.353 -1.667 0.000 -0.038 0.000 0.004
H -2.878 -2.508 7.973 0.017 0.011 -0.049 0.005
H -0.971 -1.359 -4.766 -0.015 0.038 0.009 -0.001
H -1.301 2.535 5.027 -0.006 -0.010 0.004 0.031
H -2.716 -0.039 8.829 0.007 -0.004 -0.028 -0.001
H 2.340 -1.389 1.592 -0.018 0.043 0.030 0.005
H -0.706 0.313 -4.256 -0.019 -0.036 0.013 0.002
H -0.141 -2.723 -1.669 0.038 0.033 -0.005 -0.023
H 1.988 -2.825 0.562 0.039 -0.051 0.010 -0.017
H 1.154 0.720 -2.135 -0.016 0.031 0.014 -0.021
H -3.543 0.644 -2.008 0.030 -0.007 0.005 0.001
H -0.647 4.439 3.606 0.006 0.013 -0.017 -0.003
H -3.962 -2.110 -2.928 0.028 -0.029 0.009 0.000
H -1.043 -1.429 3.333 -0.017 -0.001 0.019 -0.016
H 0.750 -1.250 -2.072 -0.105 0.013 -0.183 0.058
H 0.181 5.284 1.456 -0.010 -0.003 0.020 -0.003
H 2.796 5.453 -5.241 -0.008 -0.012 0.014 -0.001
H 2.675 -2.834 -1.808 0.005 0.027 0.008 0.002
H -2.635 -3.290 -3.024 -0.023 0.024 0.010 0.000
H 3.481 0.598 0.615 -0.009 -0.006 -0.011 0.000
H -2.325 -0.215 -4.740 0.025 -0.017 0.030 -0.002
```
Positions in Å, forces in eV/Å.

LUMO level (spin up / spin down) = 3.86 / 3.73 eV
2S+1 = 6
⟨S²⟩ = 9.04
Charge = -2
ΔE to the lowest compared entry with this formula, charge and spin = 0.00 kcal per mole

(2)
Entry from OMol25: 3 unconnected molecules or ions with the total composition C34H30BrNO5 (the ωB97M-V functional and the def2-TZVPD basis).

XYZ file:
```
71
Properties=species:S:1:pos:R:3:forces:R:3:mulliken_charge:R:1
Br 4.641 -1.555 1.650 0.311 -0.183 0.233 -0.087
O -1.515 3.763 0.049 0.182 -0.116 -0.086 -0.690
O -5.505 0.634 -6.280 0.000 -0.002 0.013 -0.666
O -5.536 2.441 -1.235 0.001 -0.013 -0.004 -0.675
O 0.239 0.685 4.073 0.001 0.012 -0.009 -0.670
O 6.054 -3.781 0.057 -0.245 -0.118 0.122 -0.289
N 8.907 -2.738 2.134 -0.369 0.361 -0.011 -0.583
C 4.581 -4.246 2.578 0.177 -0.430 -0.053 -0.491
C -3.337 4.154 3.770 0.014 -0.025 0.023 -0.553
C 1.617 0.525 1.648 0.077 -0.063 -0.042 -0.044
C 5.060 -5.271 3.609 -0.225 -0.062 -0.004 -1.170
C -7.886 1.279 -2.202 -0.111 -0.019 0.023 -0.505
C -0.133 1.404 3.170 0.033 -0.075 0.098 0.494
C -1.870 2.441 4.607 -0.071 0.042 0.083 -0.577
C -4.269 1.577 -4.506 -0.050 0.006 0.084 0.244
C -9.035 0.293 -4.071 0.005 0.010 0.027 -0.461
C 0.526 1.364 1.833 -0.066 0.057 -0.031 0.018
C -1.261 2.358 3.362 0.014 0.026 -0.080 0.161
C 0.687 2.075 -0.462 0.080 -0.037 -0.065 -0.327
C -5.517 2.007 -2.367 0.005 0.047 0.110 0.530
C -1.701 3.169 2.314 0.051 -0.064 0.035 0.209
C -9.031 0.726 -2.749 0.009 -0.004 -0.031 -0.484
C -2.906 3.337 4.810 -0.005 0.013 -0.029 -0.478
C 2.241 0.462 0.414 0.028 0.018 -0.096 -0.010
C 1.771 1.234 -0.642 0.016 -0.009 0.018 -1.113
C -2.740 4.068 2.524 -0.080 0.053 0.047 -0.539
C 6.663 -3.551 1.307 0.169 0.477 0.137 0.045
C 7.807 -2.530 1.183 0.376 -0.618 -0.025 -0.698
C 5.599 -3.148 2.323 -0.227 0.086 -0.368 -0.231
C -7.890 0.400 -4.841 -0.106 -0.039 -0.002 -0.579
C -3.096 1.614 -5.249 0.105 0.027 -0.032 -0.519
C 0.062 2.150 0.775 -0.003 0.014 0.088 -0.012
C -1.945 2.143 -4.692 -0.003 0.014 0.040 -0.723
C -5.502 1.019 -5.130 0.003 -0.027 -0.117 0.632
C -1.961 2.640 -3.393 -0.005 -0.030 -0.074 -0.200
C -1.084 3.084 0.960 -0.166 0.111 0.007 0.700
C -3.123 2.597 -2.643 0.019 0.077 0.005 -0.901
C -6.734 0.943 -4.293 0.046 0.028 0.066 0.149
C 6.530 -4.930 -0.603 0.039 -0.057 -0.187 -0.772
C -4.280 2.063 -3.196 -0.039 -0.075 -0.046 0.166
C -6.735 1.393 -2.972 0.049 -0.014 -0.072 0.168
H -9.933 -0.132 -4.499 -0.007 -0.004 0.001 0.397
H 5.893 -5.115 -1.464 -0.063 0.117 -0.034 0.266
H -4.144 4.856 3.932 -0.010 -0.001 0.001 0.403
H 1.973 -0.074 2.475 -0.048 0.008 0.046 0.552
H -3.140 2.988 -1.635 -0.032 -0.028 0.023 0.718
H -9.925 0.633 -2.147 -0.010 0.004 -0.002 0.395
H 2.257 1.181 -1.608 0.006 -0.001 -0.002 0.410
H 8.771 -2.164 2.954 0.085 -0.083 0.140 0.295
H 5.735 -6.006 3.173 0.139 0.045 0.024 0.312
H -1.032 2.174 -5.272 0.005 0.005 -0.003 0.390
H 7.116 -4.479 1.682 -0.103 -0.149 0.003 0.405
H 5.548 -4.810 4.468 0.049 0.083 0.010 0.314
H -3.073 4.694 1.709 0.037 -0.040 -0.058 0.478
H -3.379 3.402 5.780 -0.004 0.005 0.005 0.403
H 3.097 -0.192 0.272 -0.257 0.169 -0.094 0.070
H 7.555 -4.796 -0.962 0.097 -0.039 0.063 0.299
H 6.091 -2.812 3.232 -0.065 0.025 0.103 0.313
H 4.200 -5.820 3.992 0.019 -0.086 0.011 0.374
H -3.096 1.230 -6.259 -0.080 -0.013 -0.005 0.484
H 4.421 -4.762 1.630 -0.135 0.084 -0.073 0.251
H 3.610 -3.848 2.861 0.081 0.222 0.185 0.419
H 0.324 2.684 -1.275 -0.055 0.065 0.018 0.493
H 7.428 -1.519 1.296 -0.012 0.100 -0.136 0.339
H 8.201 -2.645 0.172 -0.030 0.149 -0.080 0.270
H 6.482 -5.812 0.042 0.060 -0.023 0.073 0.300
H 8.969 -3.702 2.430 0.066 -0.061 0.020 0.252
H -7.874 1.623 -1.178 0.073 0.035 -0.002 0.469
H -1.527 1.803 5.409 0.062 -0.032 -0.038 0.479
H -1.066 3.066 -2.964 0.015 0.036 0.021 0.512
H -7.881 0.063 -5.868 0.078 0.009 -0.013 0.473
```
Positions in Å, forces in eV/Å.

LUMO level = -0.90 eV
Structure (SMILES) = O=C1c2ccccc2C(=O)c2ccccc21.O=C1c2ccccc2C(=O)c2ccccc21.CC[C@H](Br)[C@H](CN)OC
2S+1 = 1
Charge = 0

(3)
Entry from OMol25: a molecular structure, C34H30CdF6N3O2P2 (the ωB97M-V functional and the def2-TZVPD basis).

XYZ file:
```
78
Properties=species:S:1:pos:R:3:forces:R:3:mulliken_spin:R:1
Cd -0.849 0.775 -0.827 0.013 -0.085 -0.063 0.006
P 0.280 -0.908 0.915 0.041 0.030 -0.052 0.018
P -2.554 1.163 -3.799 -0.050 0.052 0.045 0.000
F -0.978 1.160 -3.251 -0.016 0.013 0.014 0.002
F -4.074 1.155 -4.262 -0.042 0.002 -0.005 0.000
F -3.016 1.193 -2.216 0.062 0.000 -0.038 0.000
F -2.506 2.770 -3.798 0.009 -0.021 0.003 0.000
F -2.536 -0.459 -3.710 0.009 -0.040 -0.015 0.000
F -2.014 1.104 -5.298 0.021 0.008 -0.019 0.000
O -2.396 0.865 0.867 -0.039 0.065 -0.023 0.000
O 0.457 -0.969 -2.195 -0.003 0.007 0.029 0.337
N -2.157 -1.250 -0.843 -0.002 -0.033 0.009 -0.001
N 1.363 1.748 -1.645 0.033 -0.001 0.070 0.093
N -0.926 3.007 -0.517 0.042 0.018 0.002 0.001
C 3.069 -2.564 -4.013 0.010 0.022 0.004 -0.073
C -0.492 -4.909 0.421 -0.004 0.003 -0.006 0.001
C -3.727 1.565 2.661 -0.006 -0.014 0.006 0.001
C -1.591 3.675 0.351 -0.021 0.029 0.020 -0.001
C -0.041 3.727 -1.414 -0.034 0.000 -0.008 0.002
C -0.169 0.783 3.027 0.000 0.010 0.016 0.000
C 2.077 -1.235 0.877 0.003 0.031 0.076 -0.005
C 0.014 -3.714 0.899 0.018 -0.014 -0.035 -0.008
C 4.294 -0.507 1.511 0.011 -0.016 -0.013 0.002
C -3.859 3.902 3.265 -0.005 -0.012 0.005 0.000
C -0.500 -2.487 0.474 -0.014 0.012 0.028 -0.007
C 3.744 -0.289 -3.466 0.014 0.002 -0.019 -0.075
C -0.461 1.139 4.335 -0.006 -0.004 -0.009 0.001
C -1.579 -2.474 -0.425 0.012 0.032 0.010 0.004
C -2.842 1.835 1.580 0.030 -0.010 0.012 0.000
C 1.865 -2.354 -3.412 -0.004 0.000 0.009 0.211
C 2.544 -0.025 -2.843 -0.016 0.004 0.016 0.166
C 1.366 3.157 -1.271 0.009 -0.026 0.012 -0.010
C -3.011 4.197 2.230 0.007 0.008 -0.007 -0.001
C 1.543 -1.089 -2.774 -0.003 0.015 -0.029 0.037
C -0.319 -1.542 3.614 0.004 -0.008 -0.006 0.001
C 2.653 -2.144 -0.008 -0.013 -0.006 -0.013 0.026
C 2.349 1.329 -2.319 -0.014 -0.014 -0.048 -0.007
C 4.024 -1.532 -4.037 -0.012 -0.005 0.006 0.267
C 4.033 -2.233 -0.133 -0.016 -0.015 -0.013 0.012
C -0.616 -1.187 4.922 -0.003 0.008 0.007 0.001
C -2.482 3.204 1.379 -0.011 -0.037 -0.011 0.001
C -0.089 -0.558 2.658 -0.011 0.003 0.008 0.000
C -2.063 -3.682 -0.924 -0.003 0.002 -0.016 0.001
C -1.524 -4.886 -0.511 0.009 0.003 0.011 0.000
C -4.213 2.557 3.469 0.002 0.004 -0.002 0.000
C 4.857 -1.414 0.623 0.004 0.017 0.015 -0.009
C -0.685 0.152 5.283 0.008 -0.009 0.002 0.000
C 2.916 -0.417 1.636 -0.012 -0.014 0.005 -0.002
H -0.040 1.556 2.277 0.000 -0.002 -0.005 0.001
H -1.471 4.766 0.338 -0.005 -0.002 -0.001 0.000
H -2.727 5.229 2.046 -0.003 0.001 0.001 0.000
H -2.678 -1.325 -1.709 -0.007 0.004 0.008 0.000
H -2.882 -3.662 -1.633 0.001 -0.006 0.000 0.000
H 4.930 0.130 2.112 -0.002 0.001 0.003 0.000
H -4.883 2.299 4.281 0.000 0.001 0.002 0.000
H 4.460 -2.949 -0.824 0.001 -0.001 0.002 0.007
H 4.982 -1.694 -4.512 -0.001 -0.005 -0.002 0.005
H -0.803 -1.958 5.658 0.000 -0.001 0.001 0.000
H -0.390 3.590 -2.440 -0.003 0.001 -0.011 0.000
H 5.933 -1.486 0.527 0.000 -0.001 -0.001 -0.001
H 2.022 -2.792 -0.603 -0.013 -0.012 0.009 -0.026
H 1.094 -3.112 -3.369 0.001 -0.002 0.000 0.007
H -0.544 2.185 4.601 -0.002 -0.002 0.004 0.000
H 3.294 -3.516 -4.476 0.004 0.000 0.000 0.004
H 2.082 3.730 -1.870 -0.005 0.005 -0.005 0.001
H -0.077 -5.850 0.758 -0.002 -0.001 0.002 0.000
H 3.162 2.018 -2.581 -0.007 -0.001 -0.006 0.003
H -0.928 0.424 6.302 -0.001 0.003 0.000 0.000
H -3.996 0.528 2.823 -0.001 0.001 0.001 0.000
H -0.288 -2.589 3.339 0.000 0.007 0.000 0.000
H -0.026 4.800 -1.191 0.006 -0.002 0.008 0.000
H 2.488 0.292 2.335 0.010 -0.004 -0.001 0.000
H -2.723 -0.803 -0.119 -0.006 0.000 0.005 0.000
H -1.920 -5.813 -0.906 0.003 -0.002 0.000 0.000
H 0.851 -3.729 1.587 0.007 0.004 -0.001 0.000
H 4.491 0.493 -3.518 -0.001 0.000 0.003 0.004
H 1.662 3.224 -0.219 0.008 -0.004 -0.002 0.006
H -4.252 4.681 3.904 0.002 0.004 -0.002 0.000
```
Positions in Å, forces in eV/Å.

LUMO level (spin up / spin down) = -0.26 / -2.84 eV
2S+1 = 2
⟨S²⟩ = 0.80
Charge = 0
ΔE to the lowest compared entry with this formula, charge and spin = 0.00 kcal per mole